154
Properties=species:S:1:pos:R:3 method="wB97M-V/def2-TZVPD" de_lowest_ev=0.000 total_charge=+1 homo_lumo_gap_ev=8.20
C 0.045 -3.071 1.771
C -0.355 -4.454 1.260
C -1.710 -4.932 1.768
C -2.920 -4.233 1.146
C -3.077 -4.499 -0.360
C -3.577 -3.289 -1.137
C -2.577 -2.110 -1.106
C -3.179 -0.785 -0.620
C -3.697 0.221 -1.663
C -4.857 1.029 -1.059
C -4.713 1.559 0.367
C -3.589 2.563 0.603
I -6.610 2.549 0.721
N -2.616 1.217 -1.979
C -1.512 0.563 -2.486
N -0.404 0.700 -1.788
F 0.660 -0.030 -2.195
C -0.133 1.494 -0.601
C 1.127 2.362 -0.736
O 1.595 2.614 0.566
N -1.572 -0.221 -3.590
C -0.572 0.060 -4.641
C 0.509 -0.989 -4.783
O 0.683 -1.953 -4.100
Cl 1.549 -0.601 -6.137
C -2.977 -0.355 -4.113
C -3.119 -1.555 -5.081
C -2.224 -2.783 -4.859
C -2.978 -4.088 -5.011
F -3.219 -4.333 -6.366
C -4.098 -0.424 -3.027
C -5.330 0.178 -3.724
N -6.588 -0.398 -3.277
C -7.677 0.555 -3.126
H 0.047 -3.057 2.859
H 1.041 -2.826 1.408
H -0.640 -2.301 1.412
H 0.409 -5.171 1.560
H -0.336 -4.435 0.168
H -1.838 -6.006 1.627
H -1.738 -4.765 2.849
H -3.806 -4.641 1.631
H -2.884 -3.161 1.351
H -3.807 -5.300 -0.478
H -2.153 -4.868 -0.807
H -4.551 -2.984 -0.745
H -3.753 -3.588 -2.173
H -1.759 -2.389 -0.444
H -2.150 -2.016 -2.096
H -3.991 -1.028 0.064
H -2.439 -0.260 -0.009
H -5.065 1.890 -1.693
H -5.722 0.370 -1.067
H -4.674 0.784 1.123
H -3.320 3.095 -0.304
H -3.849 3.266 1.388
H -2.707 2.027 0.964
H -2.972 1.872 -2.674
H -0.005 0.820 0.246
H -0.995 2.123 -0.424
H 1.868 1.893 -1.380
H 0.852 3.310 -1.203
H 2.489 2.286 0.672
H -1.071 0.135 -5.604
H -0.063 1.006 -4.457
H -3.159 0.546 -4.707
H -4.161 -1.866 -5.043
H -2.970 -1.198 -6.100
H -1.441 -2.810 -5.614
H -1.744 -2.789 -3.885
H -2.397 -4.924 -4.627
H -3.952 -4.054 -4.521
H -4.355 -1.474 -2.877
H -5.223 -0.057 -4.787
H -5.329 1.272 -3.670
H -6.460 -0.945 -2.439
H -7.442 1.388 -2.455
H -7.911 0.981 -4.102
H -8.571 0.049 -2.775
O 3.433 -1.916 1.717
S 4.787 -1.447 1.729
O 5.858 -2.387 1.689
O 4.965 -0.475 2.974
C 4.632 -0.993 4.287
C 5.696 -1.919 4.836
C 5.035 -0.245 0.471
H 3.656 -1.477 4.238
H 4.533 -0.104 4.907
H 5.758 -2.841 4.262
H 5.459 -2.171 5.870
H 6.675 -1.442 4.804
H 4.233 0.485 0.523
H 5.011 -0.777 -0.478
H 6.010 0.217 0.620
O 7.944 1.013 1.409
S 7.777 2.292 2.034
O 7.198 3.369 1.287
O 9.132 2.755 2.685
C 10.321 2.802 1.848
C 10.320 4.011 0.938
C 6.854 2.075 3.512
H 10.407 1.872 1.286
H 11.154 2.858 2.542
H 9.532 3.946 0.189
H 11.276 4.091 0.421
H 10.156 4.920 1.516
H 7.288 1.268 4.094
H 5.849 1.814 3.191
H 6.845 3.006 4.071
O -6.079 4.494 -4.436
S -4.694 4.844 -4.372
O -3.751 3.847 -3.943
O -4.528 6.144 -3.480
C -5.180 6.138 -2.185
C -4.462 5.221 -1.225
C -4.160 5.534 -5.895
H -6.223 5.844 -2.312
H -5.163 7.172 -1.852
H -4.560 4.189 -1.559
H -4.881 5.293 -0.222
H -3.398 5.459 -1.186
H -4.867 6.301 -6.195
H -4.143 4.723 -6.619
H -3.164 5.946 -5.761
O -4.397 -7.377 0.916
S -5.663 -7.972 0.597
O -6.704 -7.135 0.086
O -6.181 -8.771 1.860
C -6.217 -8.078 3.132
C -7.387 -7.124 3.246
C -5.435 -9.348 -0.470
H -5.263 -7.572 3.285
H -6.293 -8.876 3.866
H -7.289 -6.285 2.559
H -7.439 -6.735 4.263
H -8.321 -7.636 3.017
H -4.656 -9.985 -0.061
H -5.138 -8.950 -1.438
H -6.378 -9.881 -0.553
O 10.906 4.711 4.386
S 10.220 5.925 4.710
O 10.652 7.166 4.150
O 10.127 6.052 6.287
C 11.362 5.950 7.042
C 12.193 7.213 6.979
C 8.498 5.723 4.413
H 11.918 5.079 6.693
H 11.034 5.751 8.060
H 12.582 7.387 5.977
H 13.036 7.127 7.665
H 11.596 8.079 7.261
H 8.180 4.790 4.867
H 8.355 5.692 3.335
H 7.968 6.570 4.841